Entry from the OMol25 dataset: the molecule C19H12FN3O2S (ωB97M-V/def2-TZVPD).

Last column: Mulliken charge in e.
CARTESIAN COORDINATES (ANGSTROEM)
C 0.98293 -4.98991 0.35696  -1.2662
C 0.25964 -3.70740 0.39357  0.9378
N -0.68083 -3.45485 -0.58318  -0.9308
N -1.38854 -2.32337 -0.66095  -0.2529
C -0.89981 -1.12195 -0.36256  -0.1932
C -1.84740 0.00684 -0.21550  0.2500
C -1.58625 1.02801 0.71942  -0.7799
C -2.41218 2.21056 0.45320  0.2009
C -2.37793 3.52028 0.93404  0.5005
F -1.54147 3.74977 1.92899  -0.2963
C -3.29327 4.57807 0.50384  -0.7378
C -4.11011 4.22093 -0.62251  -0.3735
C -4.11890 2.92489 -1.17788  -0.7574
C -3.31568 1.92911 -0.57691  0.3472
S -3.16682 0.26558 -1.25774  -0.2627
C 0.46330 -0.84766 -0.20521  0.8185
C 1.02733 0.16294 -1.03383  -0.6852
C 2.34814 0.44986 -0.96112  0.6703
O 2.98583 1.36303 -1.66679  -0.4854
C 4.31365 1.26167 -1.17177  0.3116
O 5.23636 2.09392 -1.30677  -0.6265
N 4.49336 0.25827 -0.32746  -0.2262
C 3.21263 -0.23360 -0.06431  0.3014
C 2.68771 -1.32558 0.64279  -1.1697
C 1.28770 -1.57113 0.60910  1.1937
C 0.69119 -2.72992 1.38025  -1.3076
H 1.10785 -5.50887 1.31585  0.3022
H 1.89295 -4.67843 -0.10270  0.3224
H 0.56870 -5.69263 -0.31572  0.4186
H -0.78888 0.97169 1.42907  0.5813
H -3.17788 5.55833 1.05550  0.3630
H -4.72366 4.89354 -1.12856  0.4253
H -4.52024 2.68798 -2.12133  0.4034
H 0.45425 0.89492 -1.58750  0.4249
H 5.27080 0.41428 0.30209  0.2982
H 3.35144 -1.85340 1.32983  0.3443
H 1.38237 -3.10312 2.08982  0.5648
H -0.06827 -2.30264 2.00598  0.3709

Atomic forces in eV per Å
-0.271 -0.089 0.171
-3.997 0.603 -3.354
3.270 -1.652 2.254
0.154 2.210 1.709
-3.389 -2.632 -0.244
1.608 1.064 1.724
-0.973 -0.475 -2.218
-0.079 -1.164 -0.298
-2.663 1.404 -0.725
0.737 0.506 0.766
1.769 -2.365 0.112
1.258 -1.420 1.016
1.743 0.267 2.142
-0.753 0.178 -1.521
-0.219 1.643 0.473
2.448 1.580 -0.951
-0.430 0.741 0.583
-0.675 -2.350 1.954
3.261 0.970 -0.188
3.487 5.430 -1.311
-3.111 -1.696 -0.946
-1.428 -1.576 1.078
-1.637 -1.924 -0.232
0.507 1.298 0.230
1.774 -0.936 0.349
0.045 2.052 0.286
0.217 0.566 -0.085
1.452 -0.276 0.067
-0.766 -0.548 -0.791
0.320 0.045 0.204
-0.505 -1.191 -1.116
-0.808 1.461 -0.425
-1.057 0.070 -0.806
-0.508 -0.491 -0.299
-0.230 -0.459 0.010
-0.343 -0.149 -0.219
0.925 -0.709 0.457
-1.133 0.014 0.143

Output
- total charge = 0
- calculated total energy (Eh) = -1543.95741
- LUMO (Ha) = -0.0142
- energy relative to the best compared isomer or geometry (same formula, charge and spin) (kcal per mole) = 37.8
- gap between HOMO and LUMO (eV) = 7.68
- structure (SMILES) = CC1=NN=C(c2cc3c(F)cccc3s2)c2cc3oc(=O)[nH]c3cc2C1

Entry from the OMol25 dataset: a structure of composition C19H12N4O4ReS (ωB97M-V/def2-TZVPD).

Last column: Mulliken charge in e.
CARTESIAN COORDINATES (ANGSTROEM)
Re -1.43357 0.01965 0.23798  1.3907
O -1.01023 4.04012 0.45748  -0.4575
C -1.52355 2.97864 0.38075  0.2559
O -0.88055 1.80720 0.65644  -0.6198
C -2.90039 2.64307 -0.09730  0.7261
C -3.92006 3.52676 -0.40792  -0.5561
C -5.15484 2.99852 -0.77007  -0.3000
C -5.33518 1.61832 -0.80102  -0.5337
C -4.25802 0.81532 -0.47580  0.7525
N -3.07585 1.32425 -0.14482  -0.3833
C -4.23156 -0.68154 -0.38597  0.1233
O -5.07172 -1.45166 -0.68767  -0.4220
O -2.98208 -1.05650 0.03934  -0.5355
H -3.73914 4.59117 -0.34915  0.5066
H -5.97763 3.65820 -1.01077  0.4872
H -6.28248 1.16261 -1.05525  0.5049
N 2.77271 -1.08012 0.16308  0.0582
C 3.68720 -0.00785 0.10811  0.1626
C 5.05107 -0.26205 0.09542  -0.7627
C 5.93092 0.80417 0.03788  -0.6218
C 5.44738 2.10576 -0.00003  -0.7695
C 4.08326 2.35249 0.02125  -0.5243
C 3.19427 1.28453 0.06929  1.0253
S 1.47099 1.66732 0.10158  -0.0508
N 0.73646 0.10838 0.17049  -0.5540
C 1.45546 -1.00561 0.18814  0.5997
C 0.68409 -2.25381 0.25147  1.1995
C 1.26167 -3.50939 0.30070  -0.6338
C 0.44682 -4.63383 0.35262  -0.6205
C -0.92102 -4.44454 0.34781  -0.6840
C -1.42545 -3.15592 0.29341  0.0447
N -0.65112 -2.06602 0.24588  -0.2255
H 3.18279 -1.99978 0.18000  -0.0462
H 5.41919 -1.27970 0.13104  0.4126
H 6.99575 0.62427 0.02532  0.4187
H 6.14184 2.93244 -0.04282  0.4147
H 3.70510 3.36628 0.00014  0.4420
H 2.33346 -3.64998 0.30250  0.3714
H 0.87849 -5.62380 0.39732  0.4751
H -1.61236 -5.27399 0.38611  0.4697
H -2.49206 -2.99339 0.28703  0.4596

Atomic forces in eV per Å
0.674 0.193 0.245
-0.159 -0.216 0.167
-0.334 0.480 -0.508
-0.232 -1.109 -0.002
-0.051 0.218 0.180
0.155 -0.173 0.073
0.026 -0.010 -0.010
0.123 -0.140 0.068
-0.251 -0.243 0.117
0.047 0.082 -0.088
-0.544 0.547 -0.676
0.099 0.065 0.259
1.208 0.229 0.109
0.014 0.010 0.000
0.003 -0.003 -0.016
-0.003 -0.002 -0.005
-0.424 -0.115 -0.008
0.151 0.380 -0.029
-0.177 0.006 0.001
0.036 0.077 0.000
0.064 -0.081 0.013
-0.250 -0.163 0.003
0.166 -0.037 -0.047
0.665 0.410 -0.016
-1.123 -0.338 0.004
0.297 0.021 -0.009
0.199 -0.212 -0.063
-0.130 0.090 -0.011
-0.120 0.105 0.002
0.104 0.008 -0.018
-0.305 -0.148 0.042
-0.100 0.140 0.208
0.041 -0.035 0.004
0.015 -0.033 -0.003
0.016 -0.029 0.000
-0.019 0.038 -0.001
0.027 0.043 -0.009
-0.032 0.027 0.011
0.004 -0.016 -0.004
0.008 -0.004 0.000
0.112 -0.063 0.016

Output
- total charge = +2
- multiplicity = 2
- calculated total energy (Eh) = -1727.15633
- LUMO (spin up / spin down) (Ha) = -0.3251 / -0.3231
- energy relative to the best compared isomer or geometry (same formula, charge and spin) (kcal per mole) = 0.0
- ⟨S²⟩ = 0.7669
- gap between HOMO and LUMO (spin up / spin down) (eV) = 4.94 / 4.99

Entry from the OMol25 dataset: the molecule C19H12O4S (ωB97M-V/def2-TZVPD).

Last column: Mulliken charge in e.
CARTESIAN COORDINATES (ANGSTROEM)
O -1.88184 1.48447 -3.17664  -0.6992
O 4.16208 -2.20657 -0.81578  -0.5689
O 1.61916 -3.43496 2.95511  -0.6094
O 3.19044 -0.48414 0.18911  -0.3910
C -1.56100 1.21054 -2.04112  0.2984
C 3.62010 -1.75009 0.17148  0.4663
C -2.90932 4.23304 -0.15158  -0.5657
C -2.73128 3.79699 1.13314  -0.7421
C -2.56068 3.38995 -1.21439  -0.3579
C -2.07715 2.56451 1.38707  -0.6154
C 0.33991 -2.06944 -2.55223  -1.0879
C -0.39590 -0.91907 -2.79892  -0.4709
C -0.61962 0.07831 1.91516  -0.9145
C 0.14688 -1.04095 2.20273  -0.9899
C -1.93518 2.14903 -0.95040  0.1825
C -1.67485 1.72433 0.33957  0.4736
C 0.69710 -2.37626 -1.26379  -0.4772
C -0.83931 -0.05980 -1.75241  -0.1052
C -0.94799 0.42453 0.59606  0.9624
C 0.59240 -1.86531 1.15924  0.1767
C -0.52211 -0.39178 -0.46498  1.1517
C 0.24210 -1.58013 -0.19535  0.4084
S 1.71420 -3.30513 1.51517  0.3770
C 3.38915 -2.59932 1.39053  -0.4842
H 3.33987 -0.17734 -0.70812  0.3309
H -3.35987 5.19663 -0.34049  0.3881
H -3.04849 4.39469 1.97984  0.4109
H -2.74086 3.67866 -2.25070  0.4400
H -1.88357 2.34772 2.41797  0.3232
H 0.69641 -2.67979 -3.40060  0.3599
H -0.65672 -0.62854 -3.84066  0.4249
H -0.87052 0.66382 2.77459  0.2888
H 0.41079 -1.21969 3.23547  0.4938
H 1.32884 -3.25086 -1.12498  0.3738
H 4.20469 -3.36092 1.43481  0.3948
H 3.52214 -1.93713 2.24608  0.3531

Atomic forces in eV per Å
0.036 -0.022 -0.691
-0.286 0.242 0.338
-0.399 -0.818 2.095
-0.251 -0.262 0.905
-0.516 0.325 -0.787
0.742 -1.079 -1.377
-0.229 -0.452 -1.350
1.053 -1.447 0.954
0.424 -0.282 0.262
-0.647 1.160 -0.458
0.457 -0.120 -0.424
-1.359 1.952 -0.268
-0.165 0.112 -1.442
0.951 -1.512 -1.142
-0.151 0.026 -0.294
0.298 -0.237 1.192
-0.076 -0.285 -0.333
0.573 -0.782 -2.592
-0.244 1.178 2.049
0.469 0.624 0.300
0.453 -1.070 1.560
0.229 0.190 0.729
-0.577 0.722 -0.809
1.006 1.470 -0.303
0.100 0.373 -0.441
-0.055 0.016 -0.101
0.078 0.027 -0.074
0.102 -0.135 0.307
0.005 -0.338 0.261
-0.287 0.352 0.623
0.207 -0.226 0.922
-0.376 0.466 0.022
0.169 -0.365 -0.067
-0.176 0.156 0.298
-1.138 0.216 -0.191
-0.419 -0.175 0.325

Output
- total charge = 0
- calculated total energy (Eh) = -1430.38438
- LUMO (Ha) = -0.0428
- energy relative to the best compared isomer or geometry (same formula, charge and spin) (kcal per mole) = 0.0
- gap between HOMO and LUMO (eV) = 7.27

Entry from the OMol25 dataset: the molecule C19H13IN4O2S (ωB97M-V/def2-TZVPD).

Last column: Mulliken charge in e.
CARTESIAN COORDINATES (ANGSTROEM)
N 1.65449 -3.54660 1.29855  -0.5907
C 0.85236 -2.74640 0.97107  -0.5948
C -0.07006 -1.70391 0.61959  1.2468
C 0.28601 -0.79355 -0.37894  0.1918
N 1.51861 -0.94710 -0.99163  -0.0990
C 2.28069 -0.01697 -1.68005  -0.0908
C 3.27384 -0.49726 -2.53864  -0.3653
C 4.01822 0.38740 -3.35198  -0.6369
C 3.75444 1.76626 -3.25066  -0.1901
I 5.00219 3.13067 -4.52499  0.0231
C 2.76747 2.26004 -2.35795  -0.5668
C 2.07800 1.33915 -1.59042  -0.0218
N -0.55107 0.16507 -0.75875  -0.3684
C -1.74571 0.29813 -0.17735  0.0986
S -2.78832 1.59321 -0.77570  -0.1251
C -1.58699 2.90512 -1.40232  -0.5379
C -0.84357 3.58550 -0.26713  -0.2767
O -1.78935 4.29628 0.55382  -0.5498
C -2.20776 -0.60600 0.82268  0.2501
C -3.51337 -0.48102 1.39077  -0.3611
N -4.55547 -0.30297 1.89451  -0.5421
C -1.30012 -1.59067 1.31152  1.3054
C -1.65485 -2.46628 2.44019  -0.2317
C -0.84541 -2.79363 3.51096  -0.5774
C -1.66940 -3.65762 4.33403  -0.4956
C -2.83833 -3.89470 3.63714  -0.3925
O -2.83708 -3.20372 2.47361  -0.3201
H 1.94904 -1.81915 -0.72110  0.2238
H 3.41402 -1.54226 -2.60055  0.4378
H 4.75228 0.09138 -4.09253  0.3509
H 2.59602 3.31158 -2.23855  0.4052
H 1.35921 1.68258 -0.87894  0.5542
H -0.81843 2.47044 -2.06745  0.2914
H -2.16235 3.63436 -2.01213  0.3913
H -0.10026 4.30559 -0.68905  0.2796
H -0.30924 2.84158 0.33512  0.1982
H -2.52657 3.68320 0.72379  0.3478
H 0.17340 -2.45142 3.73383  0.5245
H -1.41714 -4.12501 5.31509  0.3417
H -3.59943 -4.56130 3.98051  0.4723

Atomic forces in eV per Å
-2.173 2.155 -1.128
2.096 -1.924 1.239
-0.501 -0.811 1.386
0.237 0.392 -0.548
-1.272 -0.521 1.186
0.841 -0.217 -1.265
0.232 1.503 -0.639
-0.809 0.880 0.645
0.141 0.436 -0.151
-1.211 -1.095 1.163
1.510 -0.957 -0.984
-0.293 0.722 0.250
-0.020 0.497 0.232
0.518 -0.626 -0.237
0.340 0.757 -0.232
0.672 -0.697 -0.546
-0.921 0.512 0.253
0.527 -0.230 -0.234
0.810 -0.086 -0.019
-2.069 0.774 1.268
2.173 -0.492 -1.175
-0.922 0.281 -1.408
1.045 -1.144 0.490
-1.384 -0.093 0.220
-0.060 -0.555 -0.125
2.545 0.740 1.135
0.324 0.867 0.094
0.395 0.118 -0.221
0.271 -0.997 -0.204
-0.071 -0.424 0.319
-0.058 0.286 -0.033
-0.361 0.309 0.199
-0.623 -0.255 0.164
0.031 -0.586 0.619
-0.689 -0.374 0.431
0.071 0.053 -0.079
0.354 0.230 0.012
-0.738 -0.069 -0.245
-0.202 0.583 -1.121
-0.755 0.058 -0.710

Output
- total charge = 0
- calculated total energy (Eh) = -1797.16507
- LUMO (Ha) = -0.0322
- energy relative to the best compared isomer or geometry (same formula, charge and spin) (kcal per mole) = 0.0
- gap between HOMO and LUMO (eV) = 7.75
- structure (SMILES) = N#Cc1c(Nc2ccc(I)cc2)nc(SCCO)c(C#N)c1-c1ccco1